Formula: C8H11N2
Source: OMol25
Level of theory: ωB97M-V with the def2-TZVPD basis set

Last column: natural (NBO) charge in e.
Cartesian coordinates (Å):
C (3.0636, -1.1109, -2.3234)  -0.05
C (2.3513, -0.9449, -1.3698)  -0.13
C (1.5007, -0.7886, -0.2604)  -0.04
C (0.2211, -1.2588, -0.1461)  0.15
C (-0.9118, -1.6119, 0.3770)  -0.23
C (-2.2858, -0.9007, 0.2751)  -0.24
N (-2.0835, 0.5374, 0.0804)  -0.64
C (-1.0209, 1.2347, 0.8650)  -0.28
C (0.2915, 1.4582, 0.1294)  -0.24
N (1.4779, 0.5396, 0.4723)  -0.51
H (3.8082, -1.4105, -2.9373)  0.24
H (-0.9608, -2.4493, 1.1142)  0.27
H (-2.8856, -1.1323, -0.6038)  0.25
H (-2.8304, -0.9844, 1.2832)  0.23
H (-2.2267, 0.9612, -0.8617)  0.39
H (-0.6980, 0.6483, 1.7993)  0.21
H (-1.6358, 2.1197, 1.1534)  0.27
H (0.2257, 1.0197, -0.9274)  0.24
H (0.8407, 2.3924, 0.0494)  0.24
H (2.3301, 1.1303, 0.3547)  0.45
H (1.4285, 0.5509, 1.4763)  0.43

Force components x, y, z for each atom (eV/Å):
-1.65 0.45 2.28
0.50 0.12 -0.15
-4.17 0.36 0.19
2.30 -0.60 0.52
-1.39 -0.85 0.69
0.69 1.88 0.24
0.91 0.59 -0.08
-1.24 -0.62 0.80
1.18 -1.14 -3.84
1.42 1.37 1.00
1.72 -0.53 -1.95
0.58 0.55 -0.62
-0.18 -0.99 0.45
0.69 -0.57 -1.63
0.23 -0.88 1.22
-1.22 0.77 -1.04
1.68 0.04 0.16
-0.79 1.65 1.01
-1.09 0.72 0.37
-0.39 -0.92 -0.60
0.21 -1.38 0.98

## Properties
HOMO energy: -12.7 eV
Total energy: -11441.765 eV
LUMO level: -4.2 eV
Net charge: +1
Energy relative to the best compared isomer or geometry (same formula, charge and spin): 585.0 kJ/mol
SMILES string: C#CC1=C=CCNCC[NH2+]1
Kohn-Sham gap: 8.55 eV
M: 135.19 g/mol